[1]
A cluster of 2 separate species, C2H4BrN in total in a non-equilibrium geometry, computed with wB97M-V/def2-TZVPD.

Atoms and positions in Å:
C -0.317 -0.177 0.030
C 1.021 0.300 0.038
N -1.301 0.540 -0.085
Br -3.030 -0.144 0.021
H -0.162 -1.643 -0.181
H 0.995 1.424 0.047
H 1.416 -0.175 -0.809
H 1.377 -0.124 0.939

Atoms 1-6, force components in eV/Å:
C -0.2906 -5.8463 -1.5947
C -0.1952 2.5212 0.6312
N -1.7854 1.2516 0.5608
Br 0.1481 -0.2981 -0.2283
H -1.2350 3.8798 1.0107
H 0.5644 -1.1276 -0.1253

Output
Energy relative to the best compared isomer or geometry (same formula, charge and spin), kcal/mol: 59.7
Largest force on an atom, eV Å⁻¹: 6.07
HOMO energy, eV: -9.7
Frontier orbital gap, eV: 9.936
E_LUMO, eV: 0.268

***

[2]
A structure of composition C25H62BBrFNNbO10 in a non-equilibrium geometry, computed with wB97M-V/def2-TZVPD.

Atoms and positions in Å:
C -4.389 2.008 5.078
C -3.853 2.118 3.636
N -4.145 3.096 2.842
C -2.938 0.959 3.126
Nb -3.962 -0.337 1.524
C -4.696 -1.747 -0.100
C -5.756 -0.777 2.862
C -7.036 0.121 2.659
C -8.235 -0.607 3.404
Br -7.633 0.327 0.783
B -2.153 0.165 0.121
O -0.791 0.203 0.564
O -2.393 0.485 -1.273
C -2.827 -2.126 2.472
C -1.860 -2.875 1.493
F -3.725 -3.053 3.114
H -5.205 2.735 5.289
H -4.781 0.982 5.280
H -3.593 2.179 5.847
H -3.660 2.853 1.970
H -1.991 1.350 2.678
H -2.672 0.318 3.996
H -4.773 1.123 0.812
H -4.237 -1.471 -1.079
H -4.366 -2.798 0.130
H -5.804 -1.793 -0.206
H -6.055 -1.855 2.821
H -5.426 -0.593 3.924
H -6.956 1.122 3.137
H -7.985 -0.791 4.473
H -8.441 -1.590 2.912
H -9.162 0.007 3.321
H -0.302 0.579 -0.201
H -3.054 1.187 -1.222
H -2.178 -1.742 3.306
H -2.190 -2.889 0.431
H -1.784 -3.952 1.810
H -0.837 -2.433 1.523
C -6.815 -7.769 -1.354
O -5.525 -7.970 -1.910
C -4.990 -6.781 -2.482
C -3.955 -6.144 -1.571
O -4.552 -5.640 -0.386
C -4.337 -6.485 0.732
H -7.072 -8.653 -0.769
H -6.839 -6.896 -0.698
H -7.553 -7.649 -2.154
H -5.786 -6.070 -2.721
H -4.504 -7.070 -3.420
H -3.506 -5.291 -2.089
H -3.155 -6.852 -1.335
H -3.295 -6.416 1.059
H -4.584 -7.526 0.506
H -4.980 -6.142 1.542
C 3.981 3.646 -3.409
O 3.360 4.278 -2.302
C 1.938 4.201 -2.361
C 1.403 3.135 -1.422
O 1.772 1.832 -1.854
C 2.850 1.303 -1.100
H 5.049 3.570 -3.201
H 3.585 2.641 -3.575
H 3.842 4.251 -4.311
H 1.598 4.022 -3.385
H 1.554 5.176 -2.044
H 0.309 3.174 -1.428
H 1.738 3.315 -0.395
H 2.502 1.029 -0.099
H 3.676 2.014 -1.021
H 3.210 0.405 -1.602
C 9.754 0.111 -5.749
O 8.492 0.162 -6.395
C 7.410 -0.035 -5.491
C 6.730 1.279 -5.147
O 7.585 2.121 -4.383
C 8.165 3.156 -5.159
H 10.508 0.462 -6.454
H 9.780 0.750 -4.863
H 9.989 -0.920 -5.466
H 7.746 -0.547 -4.584
H 6.687 -0.683 -5.996
H 5.851 1.071 -4.529
H 6.389 1.790 -6.053
H 7.409 3.909 -5.404
H 8.611 2.770 -6.080
H 8.948 3.627 -4.564
C 2.700 2.312 3.058
O 3.996 2.109 2.508
C 4.538 3.291 1.934
C 5.572 3.926 2.848
O 4.974 4.438 4.033
C 5.177 3.592 5.153
H 2.439 1.430 3.643
H 2.672 3.187 3.712
H 1.966 2.428 2.254
H 3.745 4.005 1.688
H 5.026 2.996 1.000
H 6.029 4.774 2.329
H 6.366 3.212 3.089
H 6.219 3.652 5.484
H 4.922 2.555 4.926
H 4.533 3.941 5.960

Atoms 1-6, force components in eV/Å:
C -0.1767 0.0859 0.1044
C 0.7713 -0.6034 -0.9621
N 0.2612 -0.7886 1.1866
C 0.0390 0.7516 1.0507
Nb -2.4628 -2.0384 1.0926
C 0.7732 -0.5889 -0.2281

Output
Largest force on an atom, eV Å⁻¹: 3.38
Net charge: -1
HOMO energy, eV: -4.5
Frontier orbital gap, eV: 6.446
E_LUMO, eV: 1.960

***

[3]
A structure of composition C27H39MgN9O3S3 in a non-equilibrium geometry, computed with wB97M-V/def2-TZVPD.

Atoms and positions in Å:
Mg 7.909 10.848 12.272
C 5.504 9.092 11.901
C 5.857 8.955 13.366
N 7.291 9.063 13.392
C 8.169 7.812 13.195
C 8.266 7.210 11.827
S 8.711 8.476 10.590
C 7.251 8.450 9.504
C 6.323 9.627 9.760
N 6.310 10.111 11.188
H 5.706 8.098 11.473
H 4.473 9.331 11.721
H 5.550 9.821 13.903
H 5.496 8.055 13.868
H 7.599 9.364 14.272
H 9.155 8.160 13.553
H 7.768 7.007 13.871
H 8.922 6.389 11.760
H 7.323 6.844 11.501
H 7.735 8.536 8.520
H 6.685 7.473 9.512
H 6.585 10.472 9.180
H 5.297 9.381 9.473
H 5.661 10.977 11.205
N 9.833 17.824 12.172
C 8.876 16.867 12.339
C 7.667 16.952 11.664
C 6.680 15.982 11.786
C 6.941 14.846 12.508
C 8.191 14.710 13.183
C 9.143 15.718 13.144
S 5.852 13.462 12.465
O 5.898 12.981 11.087
O 4.589 13.911 12.973
N 6.597 12.299 13.312
C 6.572 12.270 14.706
N 6.766 11.067 15.265
C 6.717 11.099 16.616
C 6.524 12.248 17.356
C 6.399 13.431 16.643
N 6.378 13.462 15.329
H 9.487 18.711 11.790
H 10.676 17.973 12.756
H 7.462 17.869 11.207
H 5.787 16.037 11.173
H 8.341 13.774 13.727
H 10.049 15.622 13.708
H 6.755 10.154 17.142
H 6.343 12.291 18.426
H 6.174 14.366 17.167
C 14.560 12.024 12.679
C 13.324 11.222 12.355
C 13.132 10.447 11.193
C 11.865 9.787 10.989
N 10.909 9.896 11.946
C 11.179 10.682 13.006
S 9.809 11.081 14.008
N 12.341 11.324 13.292
H 14.589 12.947 12.150
H 15.508 11.450 12.412
H 14.616 12.224 13.755
H 14.021 10.450 10.483
H 11.578 9.252 10.096
O 8.752 11.813 10.784
C 9.509 12.746 10.444
C 9.339 13.378 9.071
C 10.518 13.173 8.052
C 11.615 14.165 8.459
C 12.306 14.032 9.794
C 11.393 14.211 10.958
N 10.489 13.130 11.239
H 9.267 14.497 9.320
H 8.352 13.121 8.747
H 10.144 13.460 7.066
H 10.712 12.112 8.030
H 11.196 15.147 8.406
H 12.385 14.125 7.651
H 13.105 14.818 9.917
H 12.815 13.114 9.992
H 10.757 15.132 10.812
H 11.939 14.422 11.883
H 10.584 12.643 12.192

Atoms 1-6, force components in eV/Å:
Mg 0.4911 0.0406 0.5694
C -0.0100 -1.1339 0.0666
C 0.6252 0.2821 -0.6046
N 2.1106 -2.3350 -1.1292
C -0.9775 0.4578 1.6243
C -0.6427 1.7883 -0.5573

Output
Energy relative to the best compared isomer or geometry (same formula, charge and spin), kcal/mol: 20.6
Largest force on an atom, eV Å⁻¹: 3.34
HOMO energy, eV: -7.5
Frontier orbital gap, eV: 7.946
E_LUMO, eV: 0.458

***

[4]
A cluster of 11 separate species, H22O11 in total in a non-equilibrium geometry, computed with wB97M-V/def2-TZVPD.

Atoms and positions in Å:
O 0.851 0.392 -0.184
H -0.092 0.306 -0.003
H 1.158 -0.517 -0.267
O -1.065 -2.272 -2.481
H -1.202 -2.907 -3.194
H -1.150 -1.414 -2.912
O -0.802 4.430 0.323
H -1.742 4.640 0.346
H -0.415 5.143 -0.199
O -2.718 -2.026 -0.764
H -2.848 -1.753 -1.679
H -1.794 -1.817 -0.586
O 5.555 2.005 -0.576
H 4.904 1.305 -0.451
H 5.371 2.626 0.137
O -4.769 0.085 1.379
H -3.896 0.449 1.195
H -5.376 0.789 1.121
O -1.743 -1.317 2.791
H -1.902 -2.036 3.413
H -0.783 -1.282 2.713
O 3.333 -3.537 -0.674
H 2.806 -2.997 -0.075
H 4.212 -3.539 -0.278
O -4.231 0.742 -0.938
H -3.407 0.318 -0.675
H -4.860 0.015 -1.000
O 1.308 3.009 -0.849
H 2.217 2.867 -1.138
H 1.299 2.694 0.061
O 4.193 -1.511 2.102
H 4.104 -0.777 1.484
H 3.482 -2.114 1.855

Atoms 1-6, force components in eV/Å:
O 0.0175 -0.5410 0.2036
H 0.0102 0.1680 -0.0119
H -0.0525 0.0344 -0.0879
O 0.7757 0.1035 -1.1630
H 0.1235 -0.0826 0.0798
H 0.2707 0.0297 -0.1463

Output
Energy relative to the best compared isomer or geometry (same formula, charge and spin), kcal/mol: 82.1
Largest force on an atom, eV Å⁻¹: 1.59
HOMO energy, eV: -10.2
Frontier orbital gap, eV: 9.673
E_LUMO, eV: -0.531

***

[5]
An isolated molecule of C26H26N4O4S2, computed with wB97M-V/def2-TZVPD.

Atoms and positions in Å:
C 3.699 1.394 -1.727
O 2.891 0.438 -2.372
C 1.540 0.604 -2.338
C 0.780 -0.413 -2.918
C -0.597 -0.366 -2.904
C -1.246 0.702 -2.290
N -2.636 0.737 -2.090
C -3.476 -0.339 -2.115
O -3.385 -1.277 -2.866
C -4.609 -0.236 -1.092
S -4.018 0.442 0.499
C -2.467 -0.399 0.570
N -2.389 -1.501 -0.095
C -1.166 -2.041 -0.220
S -0.862 -3.487 -1.105
C 0.845 -3.320 -0.795
C 1.152 -2.221 -0.057
C -0.005 -1.471 0.291
C -0.095 -0.273 1.082
O 0.817 0.315 1.624
N -1.430 0.207 1.206
C -1.668 1.345 2.024
C -2.603 1.269 3.052
C -2.836 2.366 3.850
C -2.132 3.556 3.647
O -2.435 4.573 4.492
C -1.740 5.792 4.361
C -1.188 3.619 2.627
C -0.960 2.518 1.821
C 2.569 -1.912 0.285
C 3.404 -3.186 0.157
N 3.187 -3.778 -1.151
C 4.176 -4.778 -1.483
C 1.844 -4.312 -1.278
C -0.492 1.736 -1.751
C 0.890 1.695 -1.773
H 3.619 2.376 -2.204
H 4.720 1.030 -1.826
H 3.446 1.481 -0.665
H 1.299 -1.246 -3.364
H -1.177 -1.163 -3.339
H -2.932 1.509 -1.502
H -5.391 0.446 -1.426
H -5.026 -1.229 -0.933
H -3.136 0.348 3.230
H -3.557 2.327 4.650
H -2.137 6.440 5.141
H -1.917 6.252 3.384
H -0.665 5.659 4.513
H -0.620 4.518 2.448
H -0.218 2.567 1.040
H 2.634 -1.491 1.288
H 2.944 -1.170 -0.423
H 4.464 -2.940 0.250
H 3.141 -3.888 0.970
H 4.166 -5.637 -0.793
H 5.165 -4.323 -1.459
H 3.987 -5.143 -2.492
H 1.662 -4.549 -2.331
H 1.721 -5.255 -0.703
H -0.994 2.577 -1.292
H 1.443 2.508 -1.332

Atoms 1-6, force components in eV/Å:
C 0.0914 0.1074 0.0714
O -0.0665 -0.1753 -0.1651
C -0.2019 -0.0453 -0.0216
C 0.2185 0.2370 0.1125
C -0.0350 -0.0205 -0.0990
C 0.2405 0.0390 -0.0234

Output
Largest force on an atom, eV Å⁻¹: 0.98
HOMO energy, eV: -7.7
Frontier orbital gap, eV: 8.028
E_LUMO, eV: 0.377

***

[6]
A cluster of 10 separate species, C52H97N11O3 in total in a non-equilibrium geometry, computed with wB97M-V/def2-TZVPD.

Atoms and positions in Å:
C 0.966 -0.779 3.112
C 2.200 0.104 3.176
N 2.546 0.710 1.897
C 3.135 -0.239 0.953
O 2.964 0.085 -0.401
C 1.694 -0.162 -0.981
C 1.291 -1.652 -0.905
O -0.094 -1.870 -1.126
C -0.842 -1.953 0.067
C -2.273 -2.304 -0.324
C -2.945 -1.145 -1.085
N -4.042 -0.490 -0.340
C -3.518 0.176 0.894
C -3.732 -0.662 2.158
C -4.524 0.560 -1.220
C -5.940 0.428 -1.741
O -3.838 1.519 -1.542
C 0.594 0.808 -0.555
C 0.810 2.250 -1.025
C 1.842 3.037 -0.218
C -0.515 3.017 -0.934
H 0.845 -1.290 4.064
H 0.073 -0.222 2.838
H 1.082 -1.574 2.375
H 3.045 -0.414 3.647
H 1.969 0.930 3.852
H 3.247 1.423 2.053
H 4.217 -0.252 1.103
H 2.786 -1.236 1.220
H 1.831 0.043 -2.044
H 1.585 -2.135 0.027
H 1.806 -2.182 -1.705
H -0.846 -0.999 0.600
H -0.453 -2.723 0.736
H -2.848 -2.637 0.530
H -2.183 -3.143 -1.015
H -3.344 -1.530 -2.022
H -2.177 -0.409 -1.331
H -2.464 0.409 0.736
H -4.030 1.127 1.014
H -2.863 -0.611 2.810
H -3.962 -1.695 1.929
H -4.579 -0.261 2.713
H -6.366 1.426 -1.731
H -5.878 0.059 -2.762
H -6.521 -0.251 -1.127
H 0.426 0.769 0.521
H -0.336 0.505 -1.032
H 1.117 2.193 -2.071
H 1.686 2.969 0.853
H 2.850 2.737 -0.494
H 1.765 4.085 -0.514
H -1.256 2.635 -1.637
H -0.372 4.072 -1.150
H -0.920 2.887 0.071
C -1.421 -7.372 1.394
C -2.831 -6.939 1.785
C -3.102 -5.462 1.493
C -2.180 -4.601 2.240
N -1.456 -3.927 2.829
H -0.664 -6.832 1.965
H -1.280 -8.435 1.588
H -1.237 -7.196 0.332
H -2.990 -7.133 2.847
H -3.562 -7.534 1.240
H -4.118 -5.205 1.771
H -2.981 -5.253 0.428
C -3.059 3.527 -5.474
C -2.767 2.096 -5.911
C -1.663 1.444 -5.070
C -0.396 2.173 -5.179
N 0.599 2.749 -5.253
H -2.187 4.172 -5.602
H -3.869 3.948 -6.071
H -3.359 3.564 -4.425
H -2.481 2.090 -6.965
H -3.677 1.502 -5.828
H -1.488 0.420 -5.393
H -1.953 1.419 -4.017
C 8.095 0.113 5.544
C 7.094 -1.010 5.296
C 6.595 -1.053 3.847
C 5.914 0.192 3.487
N 5.379 1.169 3.206
H 7.642 1.091 5.371
H 8.448 0.092 6.571
H 8.964 0.020 4.893
H 6.242 -0.896 5.968
H 7.559 -1.969 5.530
H 5.894 -1.877 3.704
H 7.428 -1.199 3.158
C -1.746 -1.569 -7.725
C -2.890 -2.358 -8.344
C -3.952 -1.456 -8.980
C -4.562 -0.560 -7.991
N -5.039 0.142 -7.216
H -2.106 -0.932 -6.919
H -0.999 -2.244 -7.306
H -1.252 -0.938 -8.466
H -3.356 -2.984 -7.580
H -2.496 -3.031 -9.105
H -4.744 -2.058 -9.425
H -3.512 -0.845 -9.770
C 0.226 6.675 1.175
C 1.206 7.153 0.113
C 2.015 8.398 0.490
C 1.145 9.554 0.718
N 0.452 10.453 0.897
H -0.544 7.417 1.390
H -0.281 5.776 0.825
H 0.735 6.435 2.111
H 0.665 7.350 -0.814
H 1.904 6.337 -0.084
H 2.716 8.652 -0.305
H 2.591 8.217 1.399
C 0.585 3.845 4.686
C -0.257 2.629 4.321
C -0.835 2.712 2.906
C -1.716 3.875 2.753
N -2.410 4.784 2.633
H -0.012 4.758 4.679
H 1.005 3.735 5.686
H 1.413 3.972 3.985
H -1.071 2.519 5.041
H 0.355 1.727 4.392
H -1.414 1.816 2.673
H -0.031 2.789 2.170
C 10.656 4.951 5.322
C 9.577 4.771 6.384
C 10.032 3.888 7.552
C 10.384 2.543 7.091
N 10.659 1.496 6.704
H 10.926 3.999 4.864
H 10.303 5.608 4.528
H 11.558 5.393 5.749
H 8.686 4.336 5.927
H 9.290 5.746 6.780
H 9.239 3.797 8.294
H 10.904 4.321 8.044
C -7.070 -2.631 2.284
C -8.257 -3.445 1.784
C -8.329 -4.843 2.410
C -7.129 -5.620 2.096
N -6.169 -6.200 1.846
H -6.123 -3.105 2.020
H -7.070 -1.637 1.837
H -7.101 -2.513 3.369
H -8.200 -3.538 0.698
H -9.184 -2.917 2.011
H -9.197 -5.387 2.036
H -8.419 -4.776 3.495
C -0.099 -5.393 -5.594
C 0.584 -6.478 -6.420
C 0.738 -6.094 -7.896
C -0.567 -5.861 -8.521
N -1.602 -5.681 -8.987
H -1.116 -5.209 -5.943
H -0.160 -5.691 -4.548
H 0.455 -4.454 -5.644
H 0.014 -7.406 -6.345
H 1.575 -6.678 -6.010
H 1.244 -6.885 -8.449
H 1.332 -5.184 -7.993

Atoms 1-6, force components in eV/Å:
C 0.5058 -0.4469 -0.1708
C -0.1703 0.5213 0.1603
N -0.0131 -0.3552 -0.3890
C 0.4016 0.2562 0.7262
O 0.0230 -0.2443 0.0563
C -0.7283 0.0905 -0.2178

Output
Largest force on an atom, eV Å⁻¹: 1.36
HOMO energy, eV: -8.8
Frontier orbital gap, eV: 9.184
E_LUMO, eV: 0.346

***

[7]
An isolated molecule of C9H11NOS in a non-equilibrium geometry, computed with wB97M-V/def2-TZVPD.

Atoms and positions in Å:
C 1.407 -0.101 1.449
C 0.891 0.217 0.098
S 1.599 2.289 -0.142
N 1.651 -0.402 -0.921
C 2.898 -0.922 -0.869
O 3.448 -1.355 0.116
C -0.611 0.151 -0.067
C -1.304 1.245 -0.422
C -2.669 1.050 -0.576
C -3.337 -0.103 -0.162
C -2.549 -1.201 0.104
C -1.169 -1.056 0.147
H 1.482 -1.249 1.521
H 0.755 0.444 2.224
H 2.404 0.140 1.522
H 2.338 2.248 0.887
H 1.416 -0.294 -1.931
H 3.408 -1.236 -1.841
H -0.786 2.164 -0.733
H -3.262 1.953 -0.798
H -4.457 0.005 -0.309
H -3.088 -2.085 0.301
H -0.463 -1.901 0.402

Atoms 1-6, force components in eV/Å:
C -2.5178 -1.7223 1.3968
C 1.6168 2.5802 -0.7115
S -2.2066 -1.2209 -1.6398
N -0.4652 -0.4015 -2.8131
C 1.1192 -2.4197 -0.0516
O 0.4511 0.5579 0.6429

Output
Energy relative to the best compared isomer or geometry (same formula, charge and spin), kcal/mol: 44.8
Largest force on an atom, eV Å⁻¹: 3.38
HOMO energy, eV: -8.8
Frontier orbital gap, eV: 9.373
E_LUMO, eV: 0.524